Entry 1:
Entry from the OMol25 dataset: the molecule C4H5ClO2S (ωB97M-V with the def2-TZVPD basis set).

XYZ file:
```
13
Properties=species:S:1:pos:R:3:forces:R:3:mulliken_charge:R:1
O 1.308223 0.683918 1.393831 1.8 -0.8 0.8 -0.409
C 1.146425 0.095953 0.214522 0.0 0.2 -0.4 0.170
S 2.244274 -0.796338 -0.576977 0.2 -0.1 0.3 -0.259
C -0.238100 0.269539 -0.360283 -0.6 -0.7 0.7 0.047
Cl -0.832999 1.950002 -0.348893 0.2 0.0 0.0 -0.187
C -1.192712 -0.592461 0.494908 -0.4 0.2 -0.9 -0.195
C -1.468054 -1.989789 0.167037 -0.9 -0.5 -0.9 -0.368
O -2.437527 -0.935274 -0.149105 1.3 -0.2 0.7 -0.424
H 2.211991 0.388822 1.771664 -1.8 0.7 -0.9 0.376
H -0.223840 -0.079355 -1.391422 -0.1 0.1 0.2 0.378
H -1.277875 -0.282983 1.532773 0.0 0.1 -0.1 0.408
H -1.063299 -2.458225 -0.775956 -0.2 0.5 1.3 0.212
H -1.845299 -2.665484 0.970852 0.6 0.5 -0.8 0.250
```
Positions in Å, forces in eV/Å.

Results
HOMO energy: -9.44 eV
LUMO level: -0.2 eV
Orbital gap: 9.29 eV
Relative energy (zero: lowest compared OMol25 entry of this formula, charge and spin): 1.6028 eV
SMILES: OC(=S)[C@H](Cl)[C@@H]1CO1

Entry 2:
Entry from the OMol25 dataset: the molecule C4H5ClS (ωB97M-V with the def2-TZVPD basis set).

XYZ file:
```
11
Properties=species:S:1:pos:R:3:forces:R:3:mulliken_charge:R:1
C -1.065930 -0.134515 1.400225 -2.2 0.0 0.3 -1.170
C -0.025627 -0.247770 0.382939 -0.8 -0.6 1.8 0.150
C 0.069692 0.204257 -0.818921 -0.8 1.9 -2.5 0.367
Cl -1.163592 1.097320 -1.683543 0.0 0.0 0.2 -0.212
C 1.358063 0.144075 -1.439552 3.2 -0.9 -1.3 -0.374
S 2.641783 -0.833284 -0.926206 -1.5 1.4 -1.0 -0.279
H -2.056845 -0.430183 0.963605 0.7 0.3 0.2 0.294
H -1.002477 -0.731056 2.313647 0.7 -0.1 -0.3 0.336
H -1.214361 0.907202 1.729192 0.2 -0.2 -0.2 0.275
H 0.884880 -0.763463 0.419799 1.1 -1.2 2.0 0.324
H 1.574413 0.787416 -2.341184 -0.6 -0.7 1.1 0.288
```
Positions in Å, forces in eV/Å.

Results
HOMO energy: -8.93 eV
LUMO level: -1.0 eV
Orbital gap: 7.94 eV
Relative energy (zero: lowest compared OMol25 entry of this formula, charge and spin): 1.4723 eV
SMILES: C/C=C(\Cl)C=S